DFT (wB97M-V/def2-TZVPD) results for a molecular structure, C19H28N4OSeSi2Sn in a non-equilibrium geometry.

Results
LUMO energy (spin up / spin down)	-0.3137 / -0.3132	Eh
HOMO-LUMO gap (spin up / spin down)	4.77 / 4.77	eV
relative energy (zero: lowest compared OMol25 entry of this formula, charge and spin)	0.0	kJ/mol
energy	-115084.9238	eV

ORCA input file:
```
! wB97M-V def2-TZVPD RIJCOSX def2/J DEFGRID3
* xyz 2 1
Sn 0.0397 -0.5337 0.1527
C -3.1946 0.8879 1.1794
Si -2.0856 -0.5775 1.7436
C -2.9338 -2.2382 1.3904
C -1.3481 -0.4904 3.4678
C -2.2806 -0.5972 4.5133
C -1.8557 -0.3968 5.8175
C -0.5088 -0.1283 6.1287
C 0.4371 0.0150 5.1075
C -0.0055 -0.2063 3.8046
Si 1.3952 0.1363 2.5514
C 1.4926 2.0267 2.5030
C 2.6834 -1.2649 2.8065
H -4.1844 0.8038 1.6550
H -3.3574 0.9714 0.1028
H -2.7416 1.8559 1.4567
H -3.9725 -2.3389 1.8014
H -2.3588 -3.1250 1.7081
H -3.0462 -2.3848 0.2909
H -3.3679 -0.7127 4.3154
H -2.5981 -0.3461 6.6197
H -0.1651 -0.0933 7.1490
H 1.4554 0.3063 5.3346
H 2.3154 2.5043 3.1102
H 0.5674 2.4886 2.8921
H 1.6205 2.3579 1.4699
H 2.9831 -1.3167 3.8814
H 3.5580 -1.0328 2.2143
H 2.2712 -2.2437 2.5213
C 1.4704 -0.5028 -4.6014
N 1.1296 0.7764 -3.9870
C 1.4941 1.1869 -2.7649
Se 2.7620 0.5031 -1.6125
N 0.8995 2.3617 -2.5020
C 0.1666 2.8177 -3.6130
C -0.6465 3.9910 -3.8152
C -1.1651 4.1343 -5.0962
C -1.0484 3.0940 -6.0246
C -0.2778 1.9363 -5.8075
C 0.3260 1.7887 -4.5603
H 1.8392 -1.1431 -3.7828
H 2.2808 -0.3360 -5.3376
H 0.5361 -0.9234 -5.0563
H 1.0305 2.8429 -1.6014
H -0.7940 4.7311 -3.0287
H -1.7985 4.9977 -5.3558
H -1.4852 3.1560 -7.0133
H -0.1899 1.1727 -6.6037
N 2.5125 -3.1798 -0.9236
C 1.2582 -3.5038 -0.5028
N 0.9124 -4.8067 -0.5948
O 0.4569 -2.7017 0.0911
H 3.0249 -3.8543 -1.5283
H 2.8030 -2.2397 -1.0842
H 1.6296 -5.4789 -0.8290
H 0.0587 -5.1476 -0.1533
*
```



DFT (wB97M-V/def2-TZVPD) results for a molecular structure, C19H28N5OPbS.

Results
LUMO energy	-0.1497	Eh
HOMO-LUMO gap	5.82	eV
relative energy (zero: lowest compared OMol25 entry of this formula, charge and spin)	161.4	kJ/mol
energy	-45732.6293	eV

ORCA input file:
```
! wB97M-V def2-TZVPD RIJCOSX def2/J DEFGRID3
* xyz 1 1
Pb -0.6481 -1.2217 -0.5483
C -0.8372 2.9670 -1.1099
C -0.9316 2.4664 0.3881
C -2.0407 3.2446 1.1155
C 0.4075 2.6381 1.0935
C -1.2941 1.1287 0.0160
H -0.5304 4.0092 -1.0198
H -1.7944 2.9247 -1.6308
H -0.0880 2.4261 -1.6878
H -1.7909 4.3064 1.1417
H -2.1290 2.8922 2.1444
H -3.0083 3.1291 0.6222
H 0.6048 3.6982 1.2603
H 1.2221 2.2269 0.5039
H 0.3911 2.1360 2.0627
H -2.3730 1.1143 -0.2213
N 2.3006 -2.4610 1.4687
C 1.2781 -2.0650 2.2234
N 0.2789 -1.3135 1.8045
C -0.6155 -1.0581 2.8479
C -1.7589 -0.2703 2.7690
C -2.5573 -0.1002 3.8877
C -2.2271 -0.7143 5.0919
C -1.0865 -1.4967 5.1937
C -0.2921 -1.6525 4.0684
S 1.1971 -2.5437 3.9052
H 2.3431 -2.1930 0.4885
H 3.0369 -3.0202 1.8597
H -2.0224 0.2090 1.8294
H -3.4454 0.5163 3.8276
H -2.8630 -0.5793 5.9564
H -0.8220 -1.9741 6.1282
C 0.6758 -3.7445 -2.1312
C 1.7241 -2.6887 -1.9302
C 3.0342 -2.7047 -2.3209
C 3.6236 -1.4850 -1.8737
C 2.6477 -0.7750 -1.2272
C 2.7471 0.5501 -0.5459
N 1.4768 -1.5118 -1.2397
H 1.1111 -4.5924 -2.6558
H -0.1677 -3.3874 -2.7322
H 0.2756 -4.1206 -1.1832
H 3.5139 -3.5050 -2.8664
H 4.6469 -1.1630 -2.0032
H 3.7924 0.8237 -0.4108
H 2.2793 0.5189 0.4426
H 2.2713 1.3497 -1.1252
N -2.6148 0.8044 -4.2486
C -1.3555 0.6419 -3.7864
N -0.3660 1.3159 -4.4241
O -1.1099 -0.0662 -2.8016
H -2.8263 1.3369 -5.0728
H -3.3491 0.2702 -3.8207
H -0.5107 1.7113 -5.3370
H 0.5757 1.0514 -4.1865
*
```



DFT (wB97M-V/def2-TZVPD) results for a molecular structure, C19H28N6O4PRuS3.

Results
LUMO energy (spin up / spin down)	0.1007 / 0.1007	Eh
HOMO-LUMO gap (spin up / spin down)	6.36 / 6.36	eV
relative energy (zero: lowest compared OMol25 entry of this formula, charge and spin)	95.5	kJ/mol
energy	-81671.2616	eV

ORCA input file:
```
! wB97M-V def2-TZVPD RIJCOSX def2/J DEFGRID3
* xyz -1 1
Ru -0.5785 0.4265 0.7148
C 1.7463 -4.8474 1.1246
C 1.4078 -4.4559 -0.3109
N 1.6178 -3.0374 -0.5493
C 0.6879 -2.1105 -0.1728
S 0.8053 -0.5149 -0.8383
N -0.2872 -2.4915 0.6286
N -1.1166 -1.4684 0.9127
C -2.3650 -1.7289 1.2592
C -2.8283 -3.1264 1.5508
C -3.2235 -0.5955 1.1710
C -4.5666 -0.5743 1.5922
C -5.3349 0.5407 1.3819
C -4.7687 1.6599 0.7567
C -3.4495 1.5929 0.3814
N -2.6884 0.5037 0.5529
H 1.6028 -5.9195 1.2812
H 1.1030 -4.2995 1.8096
H 2.7831 -4.5953 1.3502
H 0.3688 -4.7223 -0.5285
H 2.0459 -5.0041 -1.0067
H 2.1829 -2.7623 -1.3323
H -1.9707 -3.7441 1.7994
H -3.3264 -3.5727 0.6847
H -3.5279 -3.1434 2.3895
H -4.9813 -1.4424 2.0870
H -6.3685 0.5613 1.7050
H -5.3399 2.5594 0.5776
H -2.9523 2.4343 -0.0841
C 6.2051 -0.6989 1.9247
C 5.3801 0.4858 2.3779
O 4.0038 0.0998 2.3613
P 2.8723 1.2008 2.0442
S 1.1492 0.1573 2.2896
S 3.2562 2.2593 0.4475
O 3.0519 2.0873 3.3974
C 2.2200 3.2432 3.5418
C 2.8600 4.1667 4.5541
H 7.2697 -0.4631 1.9842
H 5.9569 -0.9536 0.8944
H 6.0015 -1.5660 2.5542
H 5.5277 1.3400 1.7134
H 5.6426 0.7861 3.3958
H 1.2229 2.9258 3.8593
H 2.1271 3.7419 2.5739
H 2.9841 3.6603 5.5125
H 2.2282 5.0446 4.7022
H 3.8402 4.4925 4.2032
C 1.4473 4.8873 -1.8317
N 0.7082 4.3312 -0.7170
C 0.2984 5.0964 0.3284
C -0.4030 4.5937 1.3584
C -0.6703 3.1657 1.3603
O -1.2925 2.5646 2.2557
N -0.2157 2.4397 0.3152
C 0.3869 2.9602 -0.7870
O 0.6563 2.3407 -1.8013
H 1.8737 5.8444 -1.5345
H 0.8035 5.0263 -2.7027
H 2.2431 4.1977 -2.1036
H 0.5831 6.1407 0.2760
H -0.7180 5.1985 2.1948
*
```



DFT (wB97M-V/def2-TZVPD) results for a molecular structure, C19H28N6O4PRuS3 in a non-equilibrium geometry.

Results
LUMO energy	0.1041	Eh
HOMO-LUMO gap	6.41	eV
relative energy (zero: lowest compared OMol25 entry of this formula, charge and spin)	37.8	kJ/mol
energy	-81671.8591	eV

ORCA input file:
```
! wB97M-V def2-TZVPD RIJCOSX def2/J DEFGRID3
* xyz -1 1
Ru -0.2488 -0.3285 -0.5106
C 1.9836 1.1089 4.8002
C 2.1172 -0.2536 4.1307
N 2.5681 -0.1682 2.7657
C 1.7762 -0.1987 1.6683
S 0.0742 -0.3065 1.8415
N 2.4830 -0.0989 0.5359
N 1.7157 -0.1648 -0.5758
C 2.2791 -0.0462 -1.7414
C 3.7470 0.1179 -1.9573
C 1.3448 -0.0579 -2.8787
C 1.7600 0.0279 -4.2028
C 0.8029 0.0454 -5.2072
C -0.5373 -0.0241 -4.8698
C -0.8811 -0.1241 -3.5290
N 0.0332 -0.1314 -2.5665
H 1.6344 1.0048 5.8306
H 1.2661 1.7192 4.2503
H 2.9399 1.6364 4.8166
H 1.1531 -0.7613 4.1238
H 2.8142 -0.8913 4.6822
H 3.5488 -0.0617 2.5690
H 4.2442 0.1923 -0.9946
H 3.9642 1.0165 -2.5416
H 4.1648 -0.7365 -2.4987
H 2.8135 0.0754 -4.4390
H 1.1087 0.1078 -6.2446
H -1.3137 -0.0169 -5.6223
H -1.9046 -0.2106 -3.1884
C -4.1513 4.7527 -1.3057
C -2.8631 4.0264 -1.6252
O -3.0521 2.6165 -1.4590
P -2.2439 1.8542 -0.2883
S -2.7503 -0.0394 -0.3574
S -0.2858 2.1073 -0.3793
O -2.9348 2.6135 0.9616
C -2.4893 2.2805 2.2860
C -2.9992 3.3435 3.2294
H -4.0226 5.8301 -1.4336
H -4.4444 4.5537 -0.2752
H -4.9544 4.4182 -1.9634
H -2.0483 4.3782 -0.9870
H -2.5608 4.1855 -2.6621
H -1.3987 2.2180 2.2977
H -2.8784 1.2921 2.5413
H -2.5449 4.3100 3.0064
H -2.7554 3.0771 4.2594
H -4.0825 3.4451 3.1472
C 1.7139 -5.4387 1.5755
N 0.9229 -4.7414 0.5846
C 0.1291 -5.4118 -0.2925
C -0.6099 -4.7570 -1.1918
C -0.5832 -3.2948 -1.1905
O -1.3074 -2.6564 -1.9453
N 0.2574 -2.6335 -0.3130
C 1.0187 -3.3274 0.5727
O 1.8156 -2.8493 1.3725
H 1.6116 -6.5108 1.4078
H 1.3810 -5.1953 2.5854
H 2.7618 -5.1522 1.4997
H 0.1439 -6.4925 -0.2120
H -1.2464 -5.2736 -1.8926
*
```



DFT (wB97M-V/def2-TZVPD) results for a single C19H28N8O2 molecule.

Results
LUMO energy	0.0230	Eh
HOMO-LUMO gap	9.87	eV
relative energy (zero: lowest compared OMol25 entry of this formula, charge and spin)	64.1	kJ/mol
SMILES string	Cc1cncc(C(=O)N[C@@H](C)CCNC(=O)[C@@H]2CCCN2Cc2nnn(C)n2)c1
energy	-36173.6748	eV

ORCA input file:
```
! wB97M-V def2-TZVPD RIJCOSX def2/J DEFGRID3
* xyz 0 1
C 0.9935 -2.1789 -3.5059
C 0.4918 -0.7645 -3.4868
C 0.7776 0.1172 -4.5262
N 0.4191 1.3969 -4.5490
C -0.2472 1.8660 -3.4996
C -0.5973 1.0813 -2.4079
C -1.3091 1.7332 -1.2621
O -1.1517 2.9219 -1.0107
N -2.1220 0.9367 -0.5393
C -2.8454 1.4123 0.6355
C -3.9987 2.3226 0.2277
C -3.3469 0.2120 1.4322
C -2.2843 -0.6000 2.1576
N -1.2871 -1.2087 1.2501
C -0.7057 -2.4003 1.7202
O -1.2574 -3.4705 1.6430
C 0.7246 -2.2906 2.2472
C 0.7154 -1.9749 3.7664
C 1.4466 -0.6308 3.8927
C 2.3237 -0.6002 2.6527
N 1.4476 -1.1804 1.6426
C 2.0650 -1.4875 0.3737
C 2.3690 -0.2542 -0.4134
N 3.1394 -0.2614 -1.5165
N 3.1274 0.9626 -1.9724
N 2.3785 1.6559 -1.1545
C 2.1513 3.0810 -1.3136
N 1.8770 0.9468 -0.1583
C -0.2265 -0.2569 -2.4149
H 1.0885 -2.5509 -4.5256
H 1.9803 -2.2285 -3.0392
H 0.3230 -2.8442 -2.9610
H 1.3360 -0.2363 -5.3878
H -0.5262 2.9131 -3.5135
H -2.1968 -0.0383 -0.7762
H -2.1399 1.9919 1.2403
H -4.4844 2.7399 1.1111
H -3.6323 3.1433 -0.3857
H -4.7414 1.7590 -0.3412
H -4.0534 0.5803 2.1802
H -3.9128 -0.4473 0.7655
H -1.7802 0.0320 2.8982
H -2.7789 -1.4104 2.6957
H -0.5212 -0.5431 1.1409
H 1.2054 -3.2584 2.0618
H -0.2955 -1.9401 4.1729
H 1.2461 -2.7609 4.3013
H 0.7401 0.2002 3.8557
H 2.0158 -0.5496 4.8173
H 2.6300 0.4029 2.3591
H 3.2291 -1.2129 2.7964
H 2.9888 -2.0756 0.4838
H 1.3754 -2.1024 -0.2138
H 1.0893 3.2828 -1.1888
H 2.7314 3.6241 -0.5700
H 2.4800 3.3464 -2.3137
H -0.4643 -0.9035 -1.5743
*
```



DFT (wB97M-V/def2-TZVPD) results for a molecular structure, C19H28NO5Ti in a non-equilibrium geometry.

Results
LUMO energy (spin up / spin down)	0.0709 / 0.0708	Eh
HOMO-LUMO gap (spin up / spin down)	3.94 / 3.96	eV
relative energy (zero: lowest compared OMol25 entry of this formula, charge and spin)	36.2	kJ/mol
energy	-54993.2644	eV

ORCA input file:
```
! wB97M-V def2-TZVPD RIJCOSX def2/J DEFGRID3
* xyz -1 3
O -0.1128 0.0153 0.5546
C 0.9049 -0.4963 -0.4510
C 0.4085 0.3959 -1.5679
H 0.6978 -1.5582 -0.6187
H 1.9230 -0.2777 -0.1091
C -0.7176 0.7936 -0.6005
H 0.1132 -0.1332 -2.4765
H 1.0933 1.2111 -1.8090
C -2.0391 0.1809 -0.9961
H -1.9703 -0.9122 -1.0301
H -2.3547 0.5371 -1.9873
H -2.8176 0.4769 -0.2866
C -0.8225 2.2694 -0.2987
H 0.1641 2.7266 -0.1707
H -1.4234 2.4377 0.6051
H -1.3322 2.7871 -1.1247
Ti 0.0039 0.2935 2.6698
C 1.0036 1.6906 4.2055
C 1.9465 0.6164 4.0887
C 2.3740 0.5347 2.7297
H 2.3094 -0.0712 4.8555
C 1.6889 1.5607 1.9891
C 0.8149 2.2712 2.9002
H 0.1658 3.1177 2.7344
H 0.5215 2.1062 5.0887
H 3.1224 -0.1676 2.3597
H 1.9637 1.9423 1.0176
C -1.5076 -0.5278 4.5718
C -2.0380 0.7252 3.8794
C -2.3031 0.4238 2.5360
H -2.0672 1.7116 4.3134
C -2.0736 -1.0381 2.3238
C -1.7536 -1.6167 3.5466
H -1.3446 -2.5930 3.7671
H -2.0136 -0.7775 5.5789
H -2.7914 1.0636 1.7998
H -2.3443 -1.5937 1.4365
O 0.7046 -1.6521 -4.6786
C 0.2355 -0.5667 -5.5183
C 0.4127 -0.9562 -6.9860
H 0.8484 0.3305 -5.3038
H -0.8026 -0.3230 -5.2407
C 1.6144 -1.9142 -6.9138
H 0.5619 -0.0998 -7.6439
H -0.4633 -1.5172 -7.3200
C 1.3945 -2.5887 -5.5580
H 2.5317 -1.3199 -6.8800
H 1.6753 -2.6090 -7.7526
H 2.3268 -2.9170 -5.0747
H 0.7699 -3.4906 -5.7103
O -0.4418 0.8402 6.7734
N 0.5199 0.1343 6.4417
O 0.8011 -0.9255 6.9995
O -0.0813 -0.5510 4.3412
*
```



DFT (wB97M-V/def2-TZVPD) results for a molecular structure, C19H29BrClF2N2O5SSi3 in a non-equilibrium geometry.

Results
LUMO energy	0.0505	Eh
HOMO-LUMO gap	5.72	eV
relative energy (zero: lowest compared OMol25 entry of this formula, charge and spin)	0.0	kJ/mol
energy	-155857.6403	eV

ORCA input file:
```
! wB97M-V def2-TZVPD RIJCOSX def2/J DEFGRID3
* xyz -1 1
C 5.6457 -2.2611 0.8434
Si 5.5999 -0.6624 -0.2631
C 5.9098 -1.2849 -2.0637
C 3.9235 0.2529 -0.1205
C 2.7022 -0.4311 -0.9099
C 2.2588 -1.8684 -0.3599
F 2.9911 -2.8483 -1.1636
F 2.5318 -1.9919 1.0488
Si 0.3913 -2.2901 -0.6072
O -0.6032 -0.9128 -0.9606
Si -2.2760 -1.3404 -0.5922
Br -2.5823 -3.6299 -0.7890
C -3.4951 -0.5071 -1.8053
C -4.6805 -1.4510 -2.3418
C -5.7356 -1.9203 -1.2256
Cl -6.3968 -3.6017 -1.6925
C -2.7231 -0.8741 1.2285
C -3.3584 0.6172 1.3657
S -5.1992 0.4432 1.2547
C -6.0404 2.0064 1.7316
N -5.5475 3.3029 2.0624
N -6.7002 4.0131 2.3445
C -7.8583 3.1768 2.2247
O -7.4630 1.8637 1.8029
C 7.0882 0.4104 0.3784
C 8.5132 -0.2080 0.1044
C 9.8357 0.4740 0.5693
C 9.6672 1.8205 1.3568
C 8.2680 2.4410 1.6095
C 6.9371 1.7532 1.1328
H 5.4292 -1.8717 1.9146
H 6.7068 -2.6980 0.8929
H 4.8553 -3.0270 0.5495
H 5.2179 -0.8109 -2.8398
H 5.7938 -2.4356 -2.1060
H 6.9856 -1.0659 -2.4155
H 3.6571 0.2894 0.9988
H 3.9927 1.3490 -0.4802
H 2.9592 -0.5557 -2.0257
H 1.7812 0.2547 -0.8442
H -0.0378 -2.9811 0.6307
H 0.2686 -3.3144 -1.6700
H -2.8760 -0.2025 -2.7379
H -3.9522 0.4770 -1.4199
H -5.2727 -0.8303 -3.1118
H -4.3192 -2.3832 -2.9069
H -5.3075 -2.0292 -0.1754
H -6.6293 -1.2155 -1.2786
H -1.7809 -1.0028 1.8720
H -3.4663 -1.6756 1.6059
H -2.8841 1.2555 0.5433
H -3.0598 0.9887 2.4123
H -8.9404 3.4844 2.4021
H 8.6238 -1.2030 -0.4465
H 10.8387 -0.0247 0.3618
H 10.6443 2.3020 1.7284
H 8.1762 3.4249 2.2009
H 5.9088 2.2186 1.3324
C -11.3420 3.9123 -0.3373
O -10.5757 4.8127 -0.7800
O -10.6338 2.9068 0.2572
O -12.5816 3.8081 -0.3591
H -9.7838 3.3510 0.0686
*
```



DFT (wB97M-V/def2-TZVPD) results for a molecular structure, C19H29Cl3MnOSi2Te in a non-equilibrium geometry.

Results
LUMO energy (spin up / spin down)	-0.3351 / -0.2958	Eh
HOMO-LUMO gap (spin up / spin down)	4.80 / 5.93	eV
relative energy (zero: lowest compared OMol25 entry of this formula, charge and spin)	0.0	kJ/mol
energy	-114141.7993	eV

ORCA input file:
```
! wB97M-V def2-TZVPD RIJCOSX def2/J DEFGRID3
* xyz 2 4
Mn -1.5927 1.3528 -0.4755
C -3.4153 1.3837 -1.8162
C -3.2850 0.1468 -1.1288
C -3.4310 0.4070 0.2737
C -3.5877 1.8020 0.4278
C -3.5794 2.4039 -0.8644
H -3.4553 1.5039 -2.8869
H -3.3179 -0.8293 -1.5985
H -3.6013 -0.3301 1.0489
H -3.8278 2.3166 1.3489
H -3.8055 3.4384 -1.0730
Cl 2.9831 6.4801 -1.4540
C 1.9984 5.1004 -1.5871
C 1.3513 4.6016 -0.4459
C 0.5499 3.5044 -0.6034
Cl -0.3790 2.8045 0.6696
C 0.3365 2.8332 -1.8312
O -0.4493 1.8084 -1.8420
C 1.0030 3.3736 -2.9651
Cl 0.7326 2.6621 -4.4958
C 1.8110 4.4880 -2.8263
H 1.4691 5.0806 0.5143
H 2.2858 4.8981 -3.7045
C -1.1560 0.7566 3.3680
Si -0.0910 -0.8246 3.2593
C -1.1720 -2.3702 2.9790
C 1.0811 -1.0416 4.7379
C 0.9635 -0.5220 1.6504
Te -0.2580 -0.8417 -0.0649
C 1.3053 -0.9901 -1.4708
Si 1.5454 -2.9538 -1.5779
C 1.5772 -3.7480 0.1540
C 3.2107 -3.1384 -2.4750
C -0.0466 -3.4758 -2.4841
H -2.0029 0.6251 4.0328
H -1.5484 1.0419 2.3874
H -0.5774 1.5884 3.7610
H -2.0286 -2.3647 3.6468
H -0.6229 -3.2829 3.1945
H -1.5433 -2.4428 1.9540
H 0.4928 -1.2355 5.6296
H 1.6779 -0.1541 4.9252
H 1.7601 -1.8791 4.6050
H 1.7768 -1.2378 1.5722
H 1.3920 0.4794 1.6110
H 2.2029 -0.4619 -1.1609
H 0.9775 -0.6362 -2.4451
H 2.4292 -3.4305 0.7468
H 1.6616 -4.8259 0.0515
H 0.6688 -3.5364 0.7170
H 4.0311 -2.7118 -1.9046
H 3.2092 -2.6667 -3.4527
H 3.4291 -4.1908 -2.6181
H -0.9278 -3.0475 -2.0018
H -0.1623 -4.5544 -2.4893
H -0.0482 -3.1570 -3.5225
*
```



Number 5 is which compound?
C19H28N8O2



The highest energy belongs to which entry?
C19H28N8O2



The lowest energy belongs to which entry?
C19H29BrClF2N2O5SSi3



The highest relative energy (zero: lowest compared OMol25 entry of this formula, charge and spin) belongs to which entry?
C19H28N5OPbS